1.
Density functional theory data (ωB97M-V with the def2-TZVPD basis set) for C2H6N2 in the gas phase.

Last column: Löwdin charge in e.
Cartesian coordinates (Å):
C  0.5771  -1.2453  -0.1119  -0.13
N  0.1048  0.0228  -0.5315  -0.08
C  -0.3912  0.8436  0.5210  -0.33
N  -0.9420  2.0334  0.5495  0.02
H  0.3536  -1.9366  -0.9084  0.07
H  0.0832  -1.5116  0.8041  0.07
H  1.6614  -1.2859  0.0221  0.08
H  0.4556  0.6121  -1.2658  0.12
H  -0.7402  0.1928  1.4064  0.13
H  -1.1623  2.2746  -0.4855  0.06

Values from the calculation:
Relative energy (zero: lowest compared OMol25 entry of this formula, charge and spin) in kcal/mol: 41.1
SMILES: [H]/N=C\NC
HOMO energy in eV: -8.89


2.
Density functional theory data (ωB97M-V with the def2-TZVPD basis set) for H8LiO4 as an isolated structure.

Last column: Löwdin charge in e.
Cartesian coordinates (Å):
Li  -0.2642  -0.0048  -0.1966  0.69
O  0.7468  -1.3538  -1.3126  -0.12
H  0.4548  -2.1638  -1.7286  0.05
H  1.7198  -1.6958  -1.0336  0.16
O  -0.2682  -0.8418  1.7004  -0.01
H  -0.5002  -0.6918  2.6054  0.07
H  0.2728  -1.5768  1.6564  0.02
O  -1.6402  0.6572  -0.6556  -0.07
H  -1.9932  0.5822  0.1494  -0.03
H  -2.2392  1.4142  -1.0636  0.19
O  0.8818  1.6312  -0.0426  -0.07
H  1.2068  2.3562  -0.6036  0.09
H  1.6228  1.6882  0.5254  0.04

Values from the calculation:
Relative energy (zero: lowest compared OMol25 entry of this formula, charge and spin) in kcal/mol: 34.6
Charge: +1
HOMO energy in eV: -16.38


relative energy (zero: lowest compared OMol25 entry of this formula, charge and spin) of number 2 (H8LiO4)?
34.6 kcal/mol


Repeat the second record exactly.
Density functional theory data (ωB97M-V with the def2-TZVPD basis set) for H8LiO4 as an isolated structure.

Last column: Löwdin charge in e.
Cartesian coordinates (Å):
Li  -0.2642  -0.0048  -0.1966  0.69
O  0.7468  -1.3538  -1.3126  -0.12
H  0.4548  -2.1638  -1.7286  0.05
H  1.7198  -1.6958  -1.0336  0.16
O  -0.2682  -0.8418  1.7004  -0.01
H  -0.5002  -0.6918  2.6054  0.07
H  0.2728  -1.5768  1.6564  0.02
O  -1.6402  0.6572  -0.6556  -0.07
H  -1.9932  0.5822  0.1494  -0.03
H  -2.2392  1.4142  -1.0636  0.19
O  0.8818  1.6312  -0.0426  -0.07
H  1.2068  2.3562  -0.6036  0.09
H  1.6228  1.6882  0.5254  0.04

Values from the calculation:
Relative energy (zero: lowest compared OMol25 entry of this formula, charge and spin) in kcal/mol: 34.6
Charge: +1
HOMO energy in eV: -16.38


What is the formula in the second record?
H8LiO4